# 1
Entry from the Open Molecules 2025 dataset: C3H2CoLiO3 as an isolated structure in a non-equilibrium geometry (ωB97M-V/def2-TZVPD).

Calculated values
Expectation value of S²: 6.006
Energy above the lowest of the compared OMol25 structures with the same formula, charge and spin, kJ/mol: 208.8
DFT total energy, Eh: -1730.6743
Total charge: +2
Gap between HOMO and LUMO (spin up / spin down), Eh: 0.200 / 0.247
Spin multiplicity: 5

XYZ file:
```
10
Properties=species:S:1:pos:R:3:forces:R:3:mulliken_charge:R:1
H -1.855 3.380 1.863 0.1 0.2 0.0 0.04
O -2.580 0.294 0.326 -0.1 -0.5 -1.5 -0.27
C -3.305 0.274 -0.808 2.4 -0.3 3.0 1.43
C -3.109 0.827 1.401 -0.8 1.3 1.2 0.91
O -2.821 -0.258 -1.815 -0.4 0.0 -0.8 -0.58
O -4.465 0.788 -0.825 -1.4 0.6 -0.3 -0.81
C -3.445 1.497 2.352 -0.2 -0.9 -0.7 -1.12
Co -4.486 0.253 -2.694 0.0 -0.4 -1.3 1.10
H -3.821 1.896 3.281 0.3 0.0 -0.2 0.40
Li -5.377 1.681 0.605 0.1 0.2 0.6 0.90
```
Positions in Å, forces in eV/Å.

# 2
Entry from the Open Molecules 2025 dataset: a 4-piece molecular cluster, C6H20NO3S overall in a non-equilibrium geometry (ωB97M-V/def2-TZVPD).

Calculated values
Energy above the lowest of the compared OMol25 structures with the same formula, charge and spin, kJ/mol: 173.4
DFT total energy, Eh: -919.2442
Total charge: -1
Gap between HOMO and LUMO, Eh: 0.236

XYZ file:
```
31
Properties=species:S:1:pos:R:3:forces:R:3:mulliken_charge:R:1
C -0.605 -0.013 -1.753 -0.1 -0.9 -4.6 0.21
C 0.391 -1.028 -2.405 1.6 1.5 0.7 -0.86
S 1.534 -1.581 -1.043 -0.5 -1.0 -0.4 -0.64
N -0.164 0.990 -0.844 -1.4 -0.3 1.2 -0.20
C -1.378 1.437 -0.088 0.8 0.5 -0.5 -0.91
C -1.642 0.844 1.311 -0.1 1.3 1.6 1.29
C -0.326 0.502 2.055 -0.4 -0.4 0.2 -1.36
C -2.628 1.807 2.037 2.1 0.6 2.2 -1.68
H -1.454 -0.685 -1.521 0.4 0.7 0.7 -0.39
H -0.944 0.573 -2.667 -0.3 -0.5 0.8 0.21
H -0.106 -1.642 -3.173 -0.5 -0.9 1.2 0.41
H 1.099 -0.598 -3.125 -0.1 1.0 0.3 0.26
H 0.451 0.566 -0.169 0.5 -0.4 -0.1 -0.05
H -2.276 1.195 -0.640 -0.1 0.2 -0.6 0.42
H -1.258 2.540 -0.130 -0.5 -0.4 0.9 0.33
H -2.297 -0.014 1.360 0.5 -1.0 -0.9 -0.01
H 0.381 1.329 2.162 -0.2 0.3 -0.1 0.29
H 0.159 -0.227 1.392 0.1 -0.2 0.7 0.31
H -0.433 0.068 3.089 -0.2 0.3 -1.1 0.38
H -2.537 1.740 3.169 -0.3 -0.6 -1.1 0.34
H -3.652 1.640 1.778 -0.6 0.2 -0.4 0.41
H -2.292 2.839 1.933 -0.4 0.3 -0.6 0.39
H 2.624 1.267 0.029 -0.9 -0.6 -0.8 0.28
H 3.442 0.116 -0.794 -1.4 -0.6 -0.2 0.27
O 3.452 0.902 -0.254 2.2 1.6 0.8 -0.62
H -3.715 -1.018 -1.117 0.0 -0.6 0.1 0.34
H -2.450 -1.474 -0.490 0.0 -0.5 0.2 0.29
O -3.315 -1.826 -0.743 -0.3 0.9 -0.1 -0.64
H 2.965 0.523 1.953 0.4 -1.8 0.9 0.33
H 2.396 -0.775 1.545 0.4 -0.3 0.5 0.29
O 2.877 -0.410 2.324 -0.6 1.8 -1.4 -0.69
```
Positions in Å, forces in eV/Å.

# 3
Entry from the Open Molecules 2025 dataset: one molecule with the formula C2H5NOS in a non-equilibrium geometry (ωB97M-V/def2-TZVPD).

Calculated values
Expectation value of S²: 2.014
Energy above the lowest of the compared OMol25 structures with the same formula, charge and spin, kJ/mol: 253.0
DFT total energy, Eh: -607.1564
Total charge: 0
Gap between HOMO and LUMO (spin up / spin down), Eh: 0.224 / 0.269
Spin multiplicity: 3

XYZ file:
```
10
Properties=species:S:1:pos:R:3:forces:R:3:mulliken_charge:R:1
C 0.906 -0.839 0.589 -0.9 2.0 1.8 -0.13
C -1.244 0.690 -0.524 -1.9 1.9 1.7 -0.76
N 0.793 -1.618 -0.380 2.4 -2.1 -3.4 -0.62
O 0.699 1.703 1.108 -0.3 0.4 0.3 -0.31
S -0.310 0.435 1.049 1.0 -0.3 -1.7 0.29
H 1.731 -0.602 1.209 0.9 -0.2 0.9 0.39
H -2.259 0.279 -0.342 0.5 0.4 -0.2 0.30
H -0.776 0.062 -1.232 0.8 -0.3 -1.0 0.34
H -1.352 1.856 -0.740 0.7 -2.7 0.4 0.26
H 1.811 -1.965 -0.737 -3.1 0.9 1.3 0.24
```
Positions in Å, forces in eV/Å.

# 4
Entry from the Open Molecules 2025 dataset: C9H18O as an isolated structure in a non-equilibrium geometry (ωB97M-V/def2-TZVPD).

Calculated values
Energy above the lowest of the compared OMol25 structures with the same formula, charge and spin, kJ/mol: 720.7
DFT total energy, Eh: -428.6848
Total charge: 0
Gap between HOMO and LUMO (spin up / spin down), Eh: 0.298 / 0.245

XYZ file:
```
28
Properties=species:S:1:pos:R:3:forces:R:3:mulliken_charge:R:1
C 1.170 -2.143 0.230 0.2 -0.6 0.7 0.03
C -1.057 1.282 0.325 -1.8 -2.6 -1.7 0.55
C -0.084 -1.477 0.611 -0.1 0.5 -0.6 -0.68
C 1.278 1.470 0.499 1.3 1.7 0.5 -1.46
C 2.473 -1.541 0.485 0.2 2.2 -0.2 -1.03
C -2.307 0.601 0.902 -0.3 0.4 0.0 -1.52
C -1.389 2.153 -0.874 -0.1 -0.1 0.1 -1.52
C -0.369 -0.429 -0.458 -0.2 2.5 1.5 0.81
C -0.106 -0.505 -1.752 0.1 0.3 0.1 -1.19
O 1.168 -3.061 -0.772 -0.2 -0.4 -0.5 -0.55
H 0.267 -3.361 -0.947 0.1 0.0 0.1 0.37
H -0.739 1.937 1.134 0.9 -0.5 -0.1 0.43
H -0.929 -2.172 0.658 0.0 0.0 0.1 0.42
H 0.024 -0.999 1.586 0.0 0.0 0.0 0.41
H 2.509 -0.436 0.069 0.4 -2.1 0.1 0.11
H 1.504 1.337 -0.549 0.1 -0.7 0.3 0.51
H 1.509 0.864 1.365 0.0 -0.6 -0.6 0.38
H 1.394 2.512 0.788 -0.3 0.2 -0.1 0.40
H 2.617 -1.329 1.543 0.0 -0.3 0.3 0.31
H 3.285 -2.178 0.139 0.0 0.2 -0.2 0.39
H -3.008 1.368 1.250 -0.1 -0.1 0.1 0.48
H -2.815 -0.018 0.161 0.0 0.0 0.0 0.32
H -2.068 -0.027 1.762 0.0 0.0 0.0 0.32
H -1.930 1.597 -1.641 0.0 0.0 0.0 0.34
H -2.035 2.980 -0.562 0.1 0.0 0.0 0.43
H -0.496 2.576 -1.334 0.0 0.0 0.0 0.34
H -0.359 0.301 -2.426 0.1 0.2 0.0 0.27
H 0.494 -1.301 -2.192 -0.4 -0.2 0.1 0.34
```
Positions in Å, forces in eV/Å.